Here is a 8-piece molecular cluster, C46H79Cl2F3N2O17S overall at a distorted geometry from the Open Molecules 2025 dataset. Energies are from ωB97M-V with the def2-TZVPD basis set.

## Properties
- Strongest force on any atom: 7.19 eV/Å
- Frontier orbital gap: 6.731 eV
- E_HOMO: -8.4 eV
- LUMO level: -1.64 eV

CARTESIAN COORDINATES (ANGSTROEM)
C1 7.8566 0.1211 2.2539
C2 7.3088 -1.0693 1.2455
C3 5.6536 -1.2556 1.3112
C4 4.9899 -1.4911 -0.2029
C5 5.1809 -0.0200 -0.9740
C6 4.3256 1.3434 -0.5473
C7 3.1693 1.3235 0.6612
O1 2.3310 0.1150 0.6422
C8 0.9223 0.4018 0.9531
F1 0.2049 -0.9252 0.8637
F2 0.2374 1.2888 -0.0272
F3 0.6899 0.8700 2.3574
C9 4.6836 2.7384 -1.3979
C10 3.9414 4.1929 -1.0601
Cl1 4.1363 4.6333 0.7684
C11 2.3905 4.2776 -1.5837
C12 1.3168 4.7887 -0.4138
Cl2 1.8009 2.7145 -2.4540
C13 5.8062 2.7653 -2.6225
O2 6.1529 3.9434 -3.4308
C14 7.0803 4.8508 -2.7399
C15 8.1062 4.1334 -1.6826
C16 9.4487 5.1257 -1.5769
O3 7.5789 4.0785 -0.2785
C17 6.5941 1.3489 -3.0321
N1 7.6445 1.1081 -4.0939
S1 8.0655 -0.5814 -3.9408
N2 7.0939 -1.2742 -2.6629
C18 6.3047 -0.0389 -2.2089
H1 7.5347 -0.1888 3.3419
H2 7.3200 1.1476 1.9765
H3 9.0305 0.2332 2.1289
H4 7.8634 -2.0828 1.4945
H5 7.6348 -0.7784 0.1410
H6 5.2228 -0.2307 1.7349
H7 5.4158 -2.1711 2.0005
H8 5.5937 -2.3595 -0.7433
H9 3.8723 -1.8434 -0.1612
H10 2.5362 2.3032 0.4949
H11 3.7514 1.4819 1.6797
H12 4.5305 5.0613 -1.6295
H13 2.3367 5.1232 -2.4249
H14 1.2341 4.0517 0.4921
H15 0.2415 4.9803 -0.8476
H16 1.6761 5.8406 0.0222
H17 7.7382 5.3632 -3.5941
H18 6.5383 5.7488 -2.1930
H19 8.5208 3.0911 -2.0165
H20 9.5375 5.8720 -2.4736
H21 10.3929 4.4428 -1.4177
H22 9.3076 5.7790 -0.6017
H23 7.2997 5.0331 -0.1132
O4 -5.8311 3.0854 -1.1634
C19 -5.0159 2.5003 -0.4559
O5 -3.7461 2.3184 -0.8803
C20 -2.6746 1.8118 -0.0646
C21 -2.6694 0.2954 -0.0576
C22 -5.4368 1.8950 0.8532
H24 -2.7104 2.2382 0.9428
H25 -1.7440 2.1707 -0.5175
H26 -3.5871 -0.1076 0.3761
H27 -1.8192 -0.0843 0.5167
H28 -2.6054 -0.0912 -1.0796
H29 -5.8759 0.9120 0.6690
H30 -6.1874 2.5472 1.3099
H31 -4.6288 1.8085 1.5769
O6 -3.1835 -6.0142 -3.0512
C23 -3.1246 -4.8170 -3.3174
O7 -4.1694 -4.0032 -3.0494
C24 -4.1377 -2.5686 -3.1532
C25 -4.4217 -2.1218 -4.5742
C26 -1.9287 -4.2513 -4.0295
H32 -3.1972 -2.1658 -2.7644
H33 -4.9285 -2.1926 -2.4950
H34 -3.6619 -2.4854 -5.2693
H35 -4.4532 -1.0300 -4.6358
H36 -5.3815 -2.5220 -4.9159
H37 -2.0420 -4.4121 -5.1039
H38 -1.0361 -4.7768 -3.6767
H39 -1.7581 -3.1953 -3.8304
O8 10.7128 0.4845 5.0216
C27 9.8564 0.7962 5.8444
O9 8.5456 0.7507 5.5198
C28 7.4643 0.9190 6.4539
C29 7.1492 2.3881 6.6589
C30 10.2512 1.3219 7.1953
H40 7.6699 0.3965 7.3934
H41 6.5927 0.4244 6.0115
H42 7.9976 2.9248 7.0889
H43 6.2898 2.5084 7.3250
H44 6.9231 2.8676 5.7014
H45 10.4629 2.3905 7.1163
H46 11.1547 0.7967 7.5197
H47 9.5054 1.1496 7.9686
O10 -8.2279 -5.9752 2.1518
C31 -7.0890 -6.0747 1.7039
O11 -6.7870 -5.5799 0.4834
C32 -5.4562 -5.4831 -0.0547
C33 -5.0403 -6.7863 -0.7091
C34 -6.0336 -6.8286 2.4623
H48 -4.7459 -5.1486 0.7079
H49 -5.4856 -4.6946 -0.8144
H50 -5.0088 -7.6060 0.0119
H51 -4.0513 -6.6893 -1.1665
H52 -5.7600 -7.0720 -1.4827
H53 -6.1336 -7.8955 2.2512
H54 -6.1866 -6.6551 3.5318
H55 -5.0187 -6.5027 2.2438
O12 -5.3717 5.8500 1.9464
C35 -6.5308 6.0764 1.6103
O13 -7.3772 6.7093 2.4521
C36 -8.6887 7.1801 2.0939
C37 -9.7164 6.0728 2.2251
C38 -7.0565 5.5733 0.2958
H56 -8.6856 7.6371 1.0994
H57 -8.9338 7.9813 2.7996
H58 -9.5038 5.2446 1.5456
H59 -10.7197 6.4505 2.0072
H60 -9.7071 5.6612 3.2392
H61 -7.3674 4.5324 0.4088
H62 -6.2520 5.6328 -0.4435
H63 -7.8795 6.1631 -0.1026
O14 -0.1916 -4.5671 -5.9353
C39 0.1372 -4.3263 -7.0935
O15 -0.4500 -3.3197 -7.7773
C40 -0.0171 -2.8416 -9.0634
C41 -0.6173 -3.6730 -10.1806
C42 1.1303 -5.2025 -7.8029
H64 1.0747 -2.7882 -9.1172
H65 -0.3799 -1.8116 -9.1493
H66 -0.2909 -4.7139 -10.1269
H67 -0.3314 -3.2704 -11.1567
H68 -1.7094 -3.6791 -10.1078
H69 0.6138 -6.0763 -8.2062
H70 1.8826 -5.5288 -7.0784
H71 1.6739 -4.6957 -8.5978
O16 -6.2741 -1.9651 7.8741
C43 -6.8305 -2.5007 6.9195
O17 -6.1030 -3.0660 5.9312
C44 -6.6483 -3.8698 4.8699
C45 -7.1387 -3.0000 3.7286
C46 -8.3263 -2.4570 6.7850
H72 -7.4211 -4.5476 5.2459
H73 -5.8311 -4.5046 4.5105
H74 -7.9489 -2.3399 4.0458
H75 -7.4993 -3.6178 2.9009
H76 -6.3311 -2.3578 3.3635
H77 -8.6179 -1.5073 6.3312
H78 -8.7653 -2.5306 7.7846
H79 -8.7397 -3.2831 6.2100

Results of the Mulliken charge analysis, in e, for atoms 1 through 99: -0.634, -0.260, -0.227, -0.857, 0.213, 0.879, 0.187, -0.220, 0.908, -0.297, -0.125, -0.254, 0.289, -0.209, -0.137, 0.088, -0.989, -0.148, -0.423, -0.420, -0.354, 0.111, -0.933, -0.467, 0.314, -0.561, 0.166, -0.509, 0.296, 0.084, 0.126, 0.318, 0.309, 0.047, -0.026, 0.402, 0.381, 0.279, -0.703, 0.245, 0.073, 0.364, 0.231, 0.317, 0.317, 0.309, 0.179, 0.195, 0.291, 0.269, 0.256, 0.357, -0.637, 0.800, -0.380, -0.290, -0.647, -0.846, 0.275, 0.196, 0.371, 0.081, 0.214, 0.275, 0.234, 0.298, -0.603, 0.800, -0.364, -0.212, -1.029, -0.879, 0.284, 0.349, 0.192, 0.383, 0.321, 0.237, 0.343, 0.247, -0.570, 0.775, -0.323, -0.350, -1.014, -1.024, 0.343, 0.326, 0.267, 0.371, 0.298, 0.256, 0.307, 0.339, -0.605, 0.744, -0.341, -0.012, -0.882